No. 1
This record from OMol25 describes the molecule C6H7NO. The level of theory is the ωB97M-V functional and the def2-TZVPD basis.

The geometry in ORCA input format:
```
! wB97M-V def2-TZVPD RIJCOSX def2/J DEFGRID3
* xyz 0 1
O -0.12 1.74 -0.70
N 3.12 -0.15 0.20
C 1.98 -0.60 -0.10
C -0.55 -1.46 -0.31
C -1.98 -0.80 -0.11
C -0.21 0.81 0.42
C 0.40 -0.65 0.10
C -1.71 0.45 0.44
H -2.25 -0.69 -1.12
H -2.37 1.44 0.41
H -0.50 -2.42 -0.64
H 0.78 2.39 -0.27
H -2.83 -1.29 0.33
H 0.17 1.10 1.38
H -1.47 0.10 1.49
*
```

Results
Relative energy (zero: lowest compared OMol25 entry of this formula, charge and spin) (kJ/mol): 453.0
Frontier orbital gap (eV): 10.5
SMILES string: N#CC1=CCC[C@@H]1O
Strongest force on any atom (eV/Å): 9.729
E_HOMO (eV): -10.128
DFT total energy (Eh): -362.6409

Want to see where the charge sits? The Mulliken charges in e are: atom 1 (O): -0.581, atom 2 (N): -0.498, atom 3 (C): -0.057, atom 4 (C): -0.491, atom 5 (C): -0.682, atom 6 (C): 0.007, atom 7 (C): 0.232, atom 8 (C): -0.613, atom 9 (H): 0.330, atom 10 (H): 0.241, atom 11 (H): 0.565, atom 12 (H): 0.412, atom 13 (H): 0.411, atom 14 (H): 0.503, atom 15 (H): 0.221



No. 2
This record from OMol25 describes a cluster of 10 separate species, C36H64O20S2 in total. The level of theory is the ωB97M-V functional and the def2-TZVPD basis.

The geometry in ORCA input format:
```
! wB97M-V def2-TZVPD RIJCOSX def2/J DEFGRID3
* xyz 0 1
S -4.67 -1.64 3.18
S 1.62 -3.22 -5.10
O -4.11 3.04 -1.15
O -1.55 2.25 3.21
O 0.27 -4.33 3.51
O 1.34 -4.76 1.63
O -1.75 -5.26 -3.43
O -0.91 -4.86 1.68
O 2.15 3.26 -3.58
O -6.33 2.80 -1.03
O -4.13 -1.08 4.41
O 1.92 1.26 -2.66
O 0.56 6.04 1.35
O 3.56 1.10 1.18
O -5.16 3.47 0.74
O 3.02 -3.07 -5.45
O -0.12 -0.86 1.89
O 4.55 -0.54 0.02
O 0.17 2.59 -2.77
O -5.68 -2.66 3.30
O 1.29 -4.24 -4.13
O 5.26 -0.04 2.09
C 1.63 -3.95 3.77
C 0.48 -3.46 -6.48
C 3.93 0.19 -3.43
C -0.38 -1.48 -5.23
C 1.01 -1.61 -4.60
C -0.37 -2.21 -6.58
C -3.43 -1.75 0.82
C -3.23 1.90 4.84
C -3.25 -2.31 2.22
C -3.18 -3.64 -2.44
C -0.81 -4.10 -1.58
C 3.48 2.71 -3.55
C -5.30 3.08 -0.54
C 2.40 -4.57 2.58
C -3.03 3.28 -0.23
C -1.90 -4.44 -2.55
C -3.87 -0.29 1.08
C 1.40 5.58 0.62
C 1.29 2.38 -3.01
C 1.06 -1.38 -0.11
C 4.47 0.12 1.00
C -3.80 3.69 1.05
C 0.25 1.01 0.50
C 2.33 6.47 -0.16
C -2.14 4.35 -0.82
C 3.30 -3.50 1.97
C 4.89 0.92 3.09
C 1.48 4.08 0.42
C -0.97 0.62 4.83
C 0.34 -0.45 0.85
C 3.68 1.64 2.49
C -1.87 1.67 4.21
C 0.12 -4.66 2.22
C 3.34 1.40 -2.77
C -5.06 -0.27 2.03
C 2.39 1.53 3.29
H -4.03 1.99 4.12
H 1.93 0.56 3.10
H -2.37 2.42 -0.06
H -1.23 -4.23 -0.58
H -1.10 -1.86 -4.50
H 2.48 3.71 0.64
H 3.75 1.59 -1.77
H 1.81 7.40 -0.34
H 0.05 -1.51 -7.31
H -3.46 -3.50 -1.40
H 3.68 -0.71 -2.87
H 1.21 1.33 0.11
H 1.13 -3.69 -7.32
H 1.09 -1.48 -3.53
H 3.85 2.72 2.44
H -3.51 1.09 5.51
H 3.17 6.67 0.50
H -2.54 5.36 -0.68
H 2.93 -5.48 2.83
H -1.94 4.14 -1.87
H 1.69 -2.86 3.79
H -4.07 0.29 0.18
H 5.02 0.22 -3.51
H -1.16 4.29 -0.34
H -4.25 -2.25 0.31
H -0.09 0.45 4.21
H 1.65 2.27 2.97
H 5.69 1.66 3.17
H 2.76 -2.65 1.58
H 2.72 5.96 -1.04
H 2.51 1.76 4.34
H -3.08 -2.66 -2.91
H -3.03 0.23 1.57
H -0.50 1.01 5.74
H 0.12 -4.66 -1.69
H 0.63 -1.14 -1.09
H -5.17 0.64 2.61
H 3.68 -4.00 1.06
H -3.13 -3.36 2.45
H 1.67 -0.88 -5.08
H 0.76 -2.40 0.11
H -0.70 -0.45 -5.37
H 2.14 -1.27 -0.13
H -1.39 -2.41 -6.91
H 3.85 2.56 -4.56
H -0.48 -3.06 -1.53
H -3.02 2.82 5.38
H -3.47 4.68 1.35
H 4.11 3.41 -3.02
H 0.08 1.59 1.40
H -3.54 2.99 1.84
H -1.68 -0.17 5.05
H 1.15 3.80 -0.58
H -0.04 -4.40 -6.26
H 4.22 -3.20 2.48
H 3.56 0.15 -4.46
H 4.61 0.43 4.02
H 1.83 -4.37 4.75
H 0.82 3.68 1.19
H -2.48 -1.73 0.31
H -3.96 -4.17 -2.98
H -0.55 1.21 -0.22
H -5.97 -0.54 1.50
H -2.36 -1.84 2.64
*
```

Results
Relative energy (zero: lowest compared OMol25 entry of this formula, charge and spin) (kJ/mol): 89.9
Frontier orbital gap (eV): 9.1
SMILES string: C[C@H]1COC(=O)O1.C[C@H]1COC(=O)O1.C[C@H]1COC(=O)O1.C[C@H]1COC(=O)O1.O=S1(=O)CCCC1.O=S1(=O)CCCC1.CC(C)=O.CC(C)=O.CC(C)=O.CC(C)=O
Strongest force on any atom (eV/Å): 2.478
E_HOMO (eV): -9.228
DFT total energy (Eh): -3711.3259

Results of the Mulliken charge analysis, in e, for atoms 1 through 99: atom 1 (S): 1.106, atom 2 (S): 1.177, atom 3 (O): -0.458, atom 4 (O): -0.352, atom 5 (O): -0.356, atom 6 (O): -0.315, atom 7 (O): -0.602, atom 8 (O): -0.518, atom 9 (O): -0.382, atom 10 (O): -0.549, atom 11 (O): -0.602, atom 12 (O): 0.003, atom 13 (O): -0.560, atom 14 (O): 0.133, atom 15 (O): -0.404, atom 16 (O): -0.728, atom 17 (O): -0.223, atom 18 (O): -0.486, atom 19 (O): -0.435, atom 20 (O): -0.730, atom 21 (O): -0.581, atom 22 (O): -0.389, atom 23 (C): -0.268, atom 24 (C): -0.762, atom 25 (C): -1.672, atom 26 (C): -0.249, atom 27 (C): 0.592, atom 28 (C): -0.693, atom 29 (C): -0.101, atom 30 (C): -1.294, atom 31 (C): -0.527, atom 32 (C): -0.808, atom 33 (C): 0.021, atom 34 (C): -0.385, atom 35 (C): 0.592, atom 36 (C): 0.419, atom 37 (C): 1.870, atom 38 (C): 0.378, atom 39 (C): 0.240, atom 40 (C): 0.499, atom 41 (C): 0.258, atom 42 (C): -0.045, atom 43 (C): 0.353, atom 44 (C): 0.229, atom 45 (C): 0.628, atom 46 (C): -1.218, atom 47 (C): -1.666, atom 48 (C): -1.162, atom 49 (C): -0.571, atom 50 (C): -0.119, atom 51 (C): -0.427, atom 52 (C): 0.031, atom 53 (C): 0.432, atom 54 (C): 0.825, atom 55 (C): 0.704, atom 56 (C): 1.268, atom 57 (C): -0.950, atom 58 (C): -0.830, atom 59 (H): 0.138, atom 60 (H): -0.215, atom 61 (H): -0.830, atom 62 (H): 0.361, atom 63 (H): -0.150, atom 64 (H): 0.603, atom 65 (H): -0.391, atom 66 (H): 0.373, atom 67 (H): 0.303, atom 68 (H): 0.121, atom 69 (H): 0.247, atom 70 (H): -0.152, atom 71 (H): 0.400, atom 72 (H): -0.386, atom 73 (H): 0.318, atom 74 (H): 0.315, atom 75 (H): 0.308, atom 76 (H): 0.470, atom 77 (H): 0.356, atom 78 (H): 0.382, atom 79 (H): -0.021, atom 80 (H): 0.557, atom 81 (H): 0.451, atom 82 (H): 0.223, atom 83 (H): 0.187, atom 84 (H): -0.414, atom 85 (H): 0.151, atom 86 (H): 0.301, atom 87 (H): 0.013, atom 88 (H): 0.278, atom 89 (H): 0.554, atom 90 (H): 0.244, atom 91 (H): -0.635, atom 92 (H): 0.460, atom 93 (H): 0.471, atom 94 (H): 0.343, atom 95 (H): 0.416, atom 96 (H): 0.393, atom 97 (H): 0.653, atom 98 (H): -0.075, atom 99 (H): -0.356